# 1
Below is a structure of composition C24H23ClN4O2PtSe3 at a distorted geometry, with properties calculated with the ωB97M-V functional and the def2-TZVPD basis.

The multiplicity is 1. Its max |F| is 1.739 eV Å⁻¹. The highest occupied orbital energy is -13.9 eV. Its total energy is -9081.05810 Ha. The orbital gap is 6.4319 eV. As for the total charge: +2.

Last column: natural (NBO) charge in e.
Element x y z (Å)
1 Pt 0.224 -0.915 0.437  1.006
2 Cl -6.017 -1.755 -3.374  0.075
3 C -4.749 -1.551 -2.229  -0.083
4 C -4.962 -0.805 -1.072  -0.144
5 C -3.939 -0.611 -0.163  -0.221
6 C -2.676 -1.170 -0.360  0.319
7 O -1.787 -0.908 0.615  -0.764
8 C -2.464 -1.954 -1.517  -0.299
9 C -1.247 -2.670 -1.864  0.459
10 O -0.208 -2.726 -1.206  -0.644
11 C -3.516 -2.120 -2.440  -0.133
12 H -5.936 -0.370 -0.892  0.254
13 H -4.110 -0.028 0.732  0.237
14 H -1.296 -3.251 -2.795  0.169
15 H -3.346 -2.717 -3.327  0.243
16 C 4.116 -1.163 -0.215  -0.756
17 Se 2.443 -2.016 0.265  0.574
18 C 2.768 -2.134 2.192  -0.571
19 C 1.725 -3.090 2.761  -0.584
20 Se -0.093 -2.582 2.179  0.697
21 C -0.550 -4.218 1.252  -0.777
22 H 4.210 -0.214 0.293  0.246
23 H 4.126 -1.036 -1.292  0.261
24 H 4.885 -1.872 0.090  0.251
25 H 2.666 -1.135 2.609  0.230
26 H 3.786 -2.477 2.369  0.268
27 H 1.715 -3.072 3.849  0.272
28 H 1.876 -4.115 2.426  0.256
29 H 0.104 -4.385 0.404  0.261
30 H -1.588 -4.128 0.944  0.261
31 H -0.447 -4.996 2.007  0.258
32 C 0.129 0.297 2.199  -0.372
33 C 0.386 1.685 1.793  -0.131
34 C -0.658 2.448 1.257  -0.138
35 C -0.421 3.724 0.794  -0.177
36 C 0.868 4.259 0.882  -0.126
37 C 1.902 3.531 1.467  -0.178
38 C 1.657 2.244 1.912  -0.167
39 C 1.123 5.569 0.347  0.229
40 N 1.307 6.598 -0.126  -0.213
41 H -0.905 0.102 2.469  0.246
42 H 0.861 -0.096 2.899  0.202
43 H -1.654 2.024 1.200  0.224
44 H -1.221 4.320 0.375  0.249
45 H 2.881 3.978 1.571  0.249
46 H 2.456 1.677 2.374  0.219
47 Se 3.619 2.450 -1.529  1.098
48 N 2.333 3.287 -2.381  -0.554
49 C 1.232 2.583 -2.190  0.108
50 C -0.028 2.929 -2.744  -0.080
51 C -1.059 2.089 -2.481  -0.269
52 C -0.856 0.949 -1.665  0.145
53 N 0.284 0.571 -1.121  -0.526
54 C 1.370 1.401 -1.374  0.261
55 N 2.570 1.151 -0.921  -0.684
56 H -0.129 3.827 -3.339  0.268
57 H -2.053 2.263 -2.868  0.259
58 H -1.710 0.324 -1.477  0.233

# 2
Below is a structure of composition C24H23CoN6O2S2, with properties calculated with the ωB97M-V functional and the def2-TZVPD basis.

The multiplicity is 1. Its max |F| is 0.501 eV Å⁻¹. The highest occupied orbital energy is -6.9 eV. Its total energy is -3586.63375 Ha. The orbital gap is 6.9262 eV. As for the total charge: 0.

Last column: natural (NBO) charge in e.
Element x y z (Å)
1 Co -0.181 -0.043 0.005  0.870
2 C -0.595 1.395 -4.415  -0.415
3 N -1.814 1.111 -3.679  -0.424
4 C -3.028 1.838 -4.030  -0.407
5 C -1.696 0.514 -2.462  0.656
6 N -0.589 0.132 -1.932  -0.744
7 N -2.907 0.281 -1.820  -0.642
8 C -3.007 -0.101 -0.479  0.676
9 N -4.025 -0.948 -0.194  -0.817
10 N -2.188 0.412 0.373  -0.819
11 H -0.857 1.727 -5.416  0.217
12 H 0.012 0.495 -4.518  0.214
13 H 0.003 2.175 -3.928  0.201
14 H -2.831 2.411 -4.932  0.218
15 H -3.324 2.530 -3.239  0.216
16 H -3.862 1.168 -4.249  0.192
17 H 0.228 0.363 -2.481  0.382
18 H -3.663 -0.003 -2.419  0.402
19 H -4.423 -1.433 -0.982  0.378
20 H -3.750 -1.603 0.548  0.455
21 H -2.380 0.084 1.317  0.395
22 O -2.408 -2.739 1.296  -0.698
23 C -1.232 -2.409 1.121  0.796
24 O -0.789 -1.846 0.041  -0.744
25 C -0.207 -2.705 2.172  -0.114
26 C -0.065 -3.990 2.679  -0.191
27 C 0.902 -4.264 3.633  -0.244
28 C 1.722 -3.239 4.089  -0.193
29 C 1.576 -1.953 3.595  -0.236
30 C 0.603 -1.664 2.636  -0.161
31 S 0.377 0.011 2.147  -0.142
32 H -0.722 -4.770 2.317  0.218
33 H 1.013 -5.268 4.022  0.209
34 H 2.480 -3.442 4.836  0.207
35 H 2.215 -1.153 3.948  0.218
36 S 2.285 3.345 -1.282  0.407
37 C 0.693 4.020 -1.128  -0.147
38 C 0.249 5.276 -1.531  -0.242
39 C -1.083 5.587 -1.342  -0.213
40 C -1.950 4.667 -0.743  -0.214
41 C -1.510 3.423 -0.334  -0.210
42 C -0.172 3.086 -0.545  0.081
43 N 0.444 1.872 -0.231  -0.454
44 C 1.708 1.876 -0.577  0.151
45 C 2.454 0.631 -0.521  -0.261
46 C 3.840 0.519 -0.645  -0.172
47 C 4.412 -0.734 -0.575  -0.243
48 C 3.595 -1.855 -0.392  -0.176
49 C 2.222 -1.731 -0.259  -0.284
50 C 1.623 -0.473 -0.316  0.064
51 H 0.930 5.988 -1.977  0.222
52 H -1.455 6.553 -1.654  0.218
53 H -2.985 4.942 -0.578  0.218
54 H -2.160 2.709 0.148  0.259
55 H 4.458 1.402 -0.770  0.208
56 H 5.485 -0.847 -0.651  0.213
57 H 4.048 -2.838 -0.344  0.212
58 H 1.609 -2.609 -0.100  0.233

# 3
Below is a structure of composition C24H23FeN3S4Se at a distorted geometry, with properties calculated with the ωB97M-V functional and the def2-TZVPD basis.

The multiplicity is 2. Its max |F| is 2.114 eV Å⁻¹. The highest occupied orbital energy (spin up / spin down) is -10.1 / -10.2 eV. Its total energy is -6350.32437 Ha. Its expectation value of S² is 1.1986. The orbital gap (spin up / spin down) is 6.1190 / 7.1679 eV. As for the total charge: +1.

Last column: natural (NBO) charge in e.
Element x y z (Å)
1 Fe -0.755 0.580 0.227  0.525
2 S -2.951 0.881 0.709  -0.008
3 C -2.325 2.473 0.353  -0.271
4 C -3.064 3.287 -0.527  -0.176
5 C -2.737 4.605 -0.746  -0.177
6 C -1.643 5.167 -0.094  -0.188
7 C -0.876 4.385 0.741  -0.248
8 C -1.176 3.035 0.947  -0.109
9 S -0.115 2.084 2.028  0.399
10 C 1.537 2.465 1.348  -0.580
11 C 2.121 1.352 0.517  0.264
12 C 3.367 1.512 -0.071  -0.240
13 C 3.873 0.492 -0.855  -0.107
14 C 3.126 -0.668 -1.012  -0.237
15 C 1.899 -0.759 -0.386  0.228
16 C 1.026 -1.964 -0.523  -0.555
17 S -0.600 -1.484 -1.220  0.407
18 C 0.032 -0.889 -2.775  -0.176
19 C 0.392 -1.804 -3.757  -0.210
20 C 0.961 -1.355 -4.936  -0.232
21 C 1.158 0.007 -5.128  -0.172
22 C 0.784 0.918 -4.157  -0.214
23 C 0.209 0.481 -2.960  -0.195
24 S -0.325 1.658 -1.790  -0.125
25 N 1.399 0.243 0.356  -0.521
26 H -3.920 2.846 -1.019  0.237
27 H -3.342 5.206 -1.411  0.231
28 H -1.400 6.213 -0.221  0.229
29 H -0.044 4.834 1.269  0.220
30 H 2.179 2.676 2.203  0.256
31 H 1.461 3.369 0.745  0.270
32 H 3.918 2.433 0.068  0.237
33 H 4.835 0.594 -1.341  0.238
34 H 3.481 -1.488 -1.620  0.238
35 H 0.811 -2.397 0.451  0.249
36 H 1.466 -2.719 -1.171  0.246
37 H 0.223 -2.863 -3.599  0.222
38 H 1.244 -2.063 -5.703  0.227
39 H 1.602 0.364 -6.048  0.227
40 H 0.931 1.981 -4.304  0.230
41 C 1.623 -1.650 3.727  -0.405
42 N 0.886 -2.801 3.237  -0.339
43 C 1.222 -4.125 3.395  -0.064
44 C 0.263 -4.852 2.778  -0.052
45 N -0.645 -3.965 2.249  -0.338
46 C -1.836 -4.298 1.486  -0.408
47 C -0.259 -2.705 2.528  0.237
48 Se -1.217 -1.137 2.153  -0.143
49 H 2.530 -1.989 4.219  0.225
50 H 1.009 -1.088 4.430  0.239
51 H 1.873 -0.994 2.895  0.220
52 H 2.095 -4.439 3.939  0.246
53 H 0.146 -5.918 2.689  0.246
54 H -1.906 -5.378 1.391  0.224
55 H -1.784 -3.845 0.497  0.230
56 H -2.720 -3.911 1.988  0.242

# 4
Below is a structure of composition C24H23HgN2PSe2 at a distorted geometry, with properties calculated with the ωB97M-V functional and the def2-TZVPD basis.

The multiplicity is 2. Its max |F| is 1.966 eV Å⁻¹. The highest occupied orbital energy (spin up / spin down) is -4.0 / -4.1 eV. Its total energy is -6335.58747 Ha. Its expectation value of S² is 0.7543. The orbital gap (spin up / spin down) is 6.7211 / 5.4678 eV. As for the total charge: -1.

Last column: natural (NBO) charge in e.
Element x y z (Å)
1 Hg -0.134 0.098 1.257  1.186
2 Se 0.503 -1.186 3.198  -0.716
3 P -0.171 2.785 1.940  0.495
4 Se -0.247 4.146 0.268  -0.704
5 C -1.604 3.171 3.035  -0.238
6 C -1.723 2.634 4.318  -0.228
7 C -2.868 2.848 5.070  -0.218
8 C -3.936 3.559 4.543  -0.227
9 C -3.838 4.068 3.257  -0.206
10 C -2.682 3.883 2.513  -0.240
11 C 1.349 3.166 2.920  -0.360
12 C 1.616 2.531 4.134  -0.145
13 C 2.797 2.779 4.817  -0.235
14 C 3.768 3.601 4.265  -0.227
15 C 3.542 4.183 3.027  -0.210
16 C 2.334 3.985 2.373  -0.225
17 H -0.940 2.030 4.749  0.213
18 H -2.927 2.442 6.073  0.203
19 H -4.840 3.696 5.123  0.201
20 H -4.669 4.610 2.821  0.202
21 H -2.601 4.299 1.518  0.245
22 H 0.928 1.809 4.547  0.207
23 H 2.962 2.315 5.782  0.205
24 H 4.703 3.767 4.787  0.201
25 H 4.305 4.801 2.569  0.200
26 H 2.138 4.480 1.430  0.239
27 N 2.379 2.138 -0.633  -0.795
28 C 2.966 0.971 -0.260  0.398
29 C 4.371 0.859 -0.213  -0.307
30 C 4.932 -0.362 0.068  -0.147
31 C 4.104 -1.463 0.282  -0.331
32 C 2.741 -1.265 0.225  0.082
33 N 2.175 -0.081 -0.025  -0.547
34 H 2.899 2.988 -0.516  0.389
35 H 1.375 2.239 -0.533  0.426
36 H 4.983 1.735 -0.387  0.206
37 H 6.009 -0.465 0.123  0.205
38 H 4.508 -2.440 0.506  0.213
39 H 2.052 -2.084 0.393  0.210
40 C -2.069 -0.154 0.002  -0.877
41 C -1.984 -1.157 -1.056  -0.046
42 C -1.744 -0.798 -2.391  -0.230
43 C -1.675 -1.753 -3.391  -0.207
44 C -1.836 -3.099 -3.093  -0.271
45 C -2.090 -3.475 -1.779  -0.228
46 C -2.164 -2.522 -0.780  -0.184
47 H -2.742 -0.428 0.811  0.210
48 H -2.245 0.857 -0.357  0.219
49 H -1.623 0.252 -2.634  0.207
50 H -1.501 -1.450 -4.417  0.198
51 H -1.763 -3.848 -3.872  0.197
52 H -2.236 -4.522 -1.538  0.197
53 H -2.355 -2.822 0.245  0.194